Record 1
A gas-phase ion, C6H8O6P (charge -1) in a non-equilibrium geometry. Source: OMol25; level of theory: ωB97M-V/def2-TZVPD.

Element x y z (Å)
O 0.08268 0.08535 2.35138
C 0.62101 -0.49927 1.40707
C 1.13383 -1.75722 1.18521
O 1.08045 -2.79926 2.11723
C 1.72412 -1.91155 -0.08950
O 2.27678 -2.84324 -0.63822
O 1.60427 -0.69626 -0.80197
C 0.89272 0.25761 -0.05049
P 1.93764 1.77446 0.21279
C -0.40789 0.60503 -0.77725
O -0.16103 0.72072 -2.16544
C -1.48050 -0.47563 -0.55014
O -2.49362 -0.36415 -1.52491
H 0.66227 -2.41280 2.89521
H 2.90893 1.10481 0.96093
H 1.23602 2.12738 1.36110
H -0.78278 1.58222 -0.44694
H 0.52683 0.06142 -2.35136
H -1.00938 -1.47034 -0.60937
H -1.92521 -0.35014 0.43802
H -2.03867 -0.01148 -2.30721

For the energy above the lowest of the compared OMol25 structures with the same formula, charge and spin, the calculation gives 0.000 eV. The LUMO energy comes out at 3.46 eV. Its structure (SMILES) is O=C1C(O)=C([O-])O[C@@]1(P)[C@@H](O)CO. Its total charge is -1. The frontier orbital gap comes out at 7.391 eV. The multiplicity is 1.

Mulliken population analysis, charges in e, atoms 1 to 4: -0.7803 0.4202 0.4316 -0.6438

---

Record 2
2 unconnected molecules or ions with the total composition C6H8OP2 in a non-equilibrium geometry. Source: OMol25; level of theory: ωB97M-V/def2-TZVPD.

Element x y z (Å)
C -0.69571 -2.33414 0.02746
C 0.43237 -1.85123 -0.56815
C -1.42561 -1.46355 0.80199
C 0.98776 -0.66471 -0.18540
C -0.87686 -0.30235 1.22746
C 0.25837 0.11760 0.65540
O 0.86804 1.30144 0.98190
P -0.55354 2.47621 -1.25206
P 1.29133 3.26812 -1.62331
H -0.88171 -3.33681 -0.32502
H 1.04583 -2.54503 -1.17577
H -2.46750 -1.69982 1.15100
H 2.00054 -0.35158 -0.48024
H -1.50534 0.42983 1.67545
H -0.31121 1.37519 -2.04124
H 0.27849 1.79314 1.48407
H 1.55475 3.78769 -0.35355

For the energy above the lowest of the compared OMol25 structures with the same formula, charge and spin, the calculation gives 1.398 eV. The LUMO energy comes out at -1.02 eV. The frontier orbital gap comes out at 7.505 eV. The multiplicity is 1.

Mulliken population analysis, charges in e, atoms 1 to 4: -0.4986 -0.3357 -0.3465 -0.2385

---

Record 3
A molecular structure, C6H8OS in a non-equilibrium geometry. Source: OMol25; level of theory: ωB97M-V/def2-TZVPD.

Element x y z (Å)
C 1.40242 -2.27293 -0.82428
C 0.67690 -1.00974 -0.43345
C 0.27080 -0.56711 0.81736
C -0.70859 0.41783 0.79840
C -0.38938 1.88121 0.17843
C -1.04946 0.72716 -0.52623
H 2.41232 -2.37395 0.08699
H 1.94383 -2.04959 -2.02508
H 0.47341 -3.21284 -0.79461
H 0.68503 -0.89756 1.84498
H -1.37555 0.55902 1.53115
H 0.54808 2.13414 -0.14644
H -1.42558 3.03834 1.52511
H -2.04365 0.95519 -0.80348
O -1.16939 2.91012 0.52707
S -0.25119 -0.23931 -1.75592

For the energy above the lowest of the compared OMol25 structures with the same formula, charge and spin, the calculation gives 4.864 eV. The LUMO energy comes out at 0.73 eV. The frontier orbital gap comes out at 8.170 eV. The multiplicity is 1.

Mulliken population analysis, charges in e, atoms 1 to 4: -0.8618 0.3388 -0.6732 -0.4673

---

Record 4
A molecular structure, C6H8OS in a non-equilibrium geometry. Source: OMol25; level of theory: ωB97M-V/def2-TZVPD.

Element x y z (Å)
C -2.88119 0.37289 -0.07778
C -1.55829 -0.06523 -0.34549
C -0.50699 0.78717 -0.29574
C 0.91513 0.49752 -0.58825
C 1.78886 0.21647 0.66736
C 1.59651 -1.24574 0.22996
H -3.00853 1.48368 0.10119
H -1.36014 -1.11557 -0.55661
H -0.69911 1.81613 0.00616
H 1.37778 1.23973 -1.23376
H 1.38486 0.48060 1.61363
H 2.79422 0.62953 0.57117
H 0.77741 -1.76494 0.82827
H 2.45923 -1.94990 0.15782
O 1.12145 -0.81032 -1.03914
S -4.20122 -0.57203 -0.03881

For the energy above the lowest of the compared OMol25 structures with the same formula, charge and spin, the calculation gives 2.276 eV. The LUMO energy comes out at -0.65 eV. The frontier orbital gap comes out at 7.954 eV. The multiplicity is 1.

Mulliken population analysis, charges in e, atoms 1 to 4: -0.4348 0.2030 -0.8007 0.3553

---

Record 5
C6H8OS in the gas phase in a non-equilibrium geometry. Source: OMol25; level of theory: ωB97M-V/def2-TZVPD.

Element x y z (Å)
C 0.70151 -2.06492 0.31055
C -0.23352 -0.83618 0.05389
C 1.23443 -0.88039 -0.30578
S 1.28486 -0.22268 -1.97947
C 0.00126 1.14921 -1.24310
C -0.47648 0.56233 0.08768
C -0.84887 1.40218 1.21871
O -1.93383 0.91925 0.45004
H 0.12804 -2.86474 -0.34498
H 1.06989 -2.29420 1.23153
H -1.04149 -1.48077 -0.61081
H 1.80759 -0.19826 0.32232
H 0.80704 2.08091 -1.08194
H -0.99158 1.18482 -1.71205
H -0.67733 1.11201 2.35176
H -0.83151 2.43142 1.25165

For the energy above the lowest of the compared OMol25 structures with the same formula, charge and spin, the calculation gives 6.421 eV. The LUMO energy comes out at 0.84 eV. Its structure (SMILES) is C1[C@@H]2[C@@H]1SC[C@]21CO1. The frontier orbital gap comes out at 9.213 eV. The multiplicity is 1.

Mulliken population analysis, charges in e, atoms 1 to 4: -0.4937 -0.3957 0.1052 -0.1559

---

Record 6
C6H8OS in the gas phase in a non-equilibrium geometry. Source: OMol25; level of theory: ωB97M-V/def2-TZVPD.

Element x y z (Å)
C -2.11510 -0.43667 -0.04641
C -1.41479 -1.62862 0.06344
C -1.47079 0.83289 -0.16917
C 0.59986 -0.03072 0.05427
C 1.06689 0.61725 1.34063
C 1.41492 0.21229 -1.18911
O -1.64774 1.99653 0.03814
S 0.31875 -1.78288 0.20178
H -3.12927 -0.44324 -0.45112
H -1.92476 -2.51161 -0.21527
H 2.08791 0.49201 1.31991
H 0.52072 0.24838 2.17805
H 0.78478 1.60895 1.32725
H 1.76278 1.22843 -1.17544
H 0.83613 0.09595 -2.11123
H 2.30974 -0.49893 -1.16572

For the energy above the lowest of the compared OMol25 structures with the same formula, charge and spin, the calculation gives 2.921 eV. The LUMO energy (alpha / beta) comes out at -0.37 / -0.37 eV. The frontier orbital gap (alpha / beta) comes out at 7.525 / 7.526 eV. The multiplicity is 1.

Mulliken population analysis, charges in e, atoms 1 to 4: -0.5930 -0.1221 0.6383 0.5494

---

Record 7
C6H8OS in the gas phase in a non-equilibrium geometry. Source: OMol25; level of theory: ωB97M-V/def2-TZVPD.

Element x y z (Å)
C 1.21562 0.35966 0.15325
C -0.39884 -0.93145 -1.04821
C 0.76264 -0.14225 -0.99989
C -1.45286 0.16559 1.33481
C 1.58358 0.02882 -2.27055
C -1.94000 0.07966 2.71767
O -2.24784 -2.22366 0.26029
S -1.17985 -1.23478 0.42996
H 1.81253 1.21846 0.37635
H -0.70256 -1.52364 -1.89152
H 1.22998 0.90623 -2.81307
H 1.49796 -0.85030 -2.90551
H 2.62920 0.18735 -2.02273
H -2.01698 -0.93482 3.11425
H -2.93616 0.53384 2.74230
H -1.31599 0.67870 3.37950

For the energy above the lowest of the compared OMol25 structures with the same formula, charge and spin, the calculation gives 8.273 eV. The LUMO energy (alpha / beta) comes out at -0.82 / -1.32 eV. The frontier orbital gap (alpha / beta) comes out at 7.280 / 6.719 eV. The multiplicity is 1.

Mulliken population analysis, charges in e, atoms 1 to 4: -0.8061 -0.6705 1.2127 -0.1320

---

Record 8
C6H8OS2 in the gas phase in a non-equilibrium geometry. Source: OMol25; level of theory: ωB97M-V/def2-TZVPD.

Element x y z (Å)
C -1.89796 0.27158 1.49271
C -0.52918 -0.26038 0.98915
C -0.13747 -0.04731 -0.28513
C 0.90586 -0.88107 -0.81443
C 0.48792 -1.62752 -2.13275
O -0.32799 -2.33623 -2.60500
C 1.61435 -0.63760 -2.15769
S 3.29354 -1.22874 -2.28631
S 1.46933 1.02651 -2.91884
H -2.39074 -0.43718 2.00873
H -1.76090 1.11104 2.17375
H -2.41772 0.79087 0.83063
H -0.08300 -0.87571 1.67322
H -0.80651 0.35826 -1.00693
H 1.44612 -1.37184 -0.02184
H 3.65757 -0.14932 -1.64043
H 0.31986 1.06749 -2.32673

For the energy above the lowest of the compared OMol25 structures with the same formula, charge and spin, the calculation gives 2.129 eV. The LUMO energy comes out at 0.15 eV. Its structure (SMILES) is C/C=C/[C@H]1C(=O)C1(S)S. The frontier orbital gap comes out at 8.694 eV. The multiplicity is 1.

Mulliken population analysis, charges in e, atoms 1 to 4: -1.4931 -0.3371 -0.2168 -0.2081

---

Record 9
C6H8S in the gas phase in a non-equilibrium geometry. Source: OMol25; level of theory: ωB97M-V/def2-TZVPD.

Element x y z (Å)
C -1.60728 0.80645 -0.87545
C -0.29261 0.02728 -0.53339
C -0.34519 -1.08030 0.47841
C 1.06335 -1.03176 1.14746
C 1.76357 0.03273 0.68879
C 1.04501 0.72159 -0.36967
S 0.87044 -0.18142 -1.94008
H -2.45716 0.10212 -0.77274
H -1.69840 1.71788 -0.23454
H -1.76259 1.16024 -1.87649
H -0.49685 -2.12809 0.09674
H -1.06222 -0.78954 1.28624
H 1.30269 -1.54737 2.01227
H 2.56345 0.38599 1.30132
H 1.11378 1.80419 -0.40887

For the energy above the lowest of the compared OMol25 structures with the same formula, charge and spin, the calculation gives 1.048 eV. The LUMO energy comes out at 0.96 eV. Its structure (SMILES) is C[C@]12CC=C[C@H]1S2. The frontier orbital gap comes out at 9.463 eV. The multiplicity is 1.

Mulliken population analysis, charges in e, atoms 1 to 4: -1.2835 0.7149 -0.6051 -0.4904

---

Record 10
C6H8Si in the gas phase in a non-equilibrium geometry. Source: OMol25; level of theory: ωB97M-V/def2-TZVPD.

Element x y z (Å)
C -0.35885 2.96765 0.39911
C -0.10384 1.74509 0.79842
C 0.30996 0.54369 1.17154
C -0.45935 -0.79579 0.79177
Si -1.38774 -0.85671 -0.90292
C 0.26468 -1.58170 -0.26206
C 1.37811 -2.30101 -0.42412
H -0.07999 3.35281 -0.54233
H -0.90586 3.66218 1.18112
H 1.30656 0.22401 1.61304
H -0.68114 -1.36005 1.60913
H -2.62530 -1.63211 -1.01698
H -0.75408 0.21886 -1.75018
H 1.60713 -2.75027 -1.35300
H 2.24623 -2.47178 0.23829

For the energy above the lowest of the compared OMol25 structures with the same formula, charge and spin, the calculation gives 3.721 eV. The LUMO energy comes out at 0.91 eV. Its structure (SMILES) is C=C=C[C@H]1[SiH2]C1=C. The frontier orbital gap comes out at 9.636 eV. The multiplicity is 1.

Mulliken population analysis, charges in e, atoms 1 to 4: -0.7091 0.1876 -0.3161 -0.5186

---

Record 11
C6H9BClN3O2S in the gas phase. Source: OMol25; level of theory: ωB97M-V/def2-TZVPD.

Element x y z (Å)
C -0.69148 -1.34117 2.52392
C 0.31125 -0.37565 1.89120
N 0.54258 -0.66317 0.46301
C -0.15526 0.10969 -0.55602
C -1.52356 0.41658 -0.13612
N -2.60063 0.65248 0.18228
B -0.23187 -0.84810 -1.88512
O -1.42187 -1.32968 -2.32996
O 0.91893 -1.20791 -2.52200
C 0.54491 1.46957 -0.92983
S 0.40611 2.80678 0.31404
Cl -0.16837 2.01768 -2.49293
C 1.97326 1.22731 -1.14934
N 3.10005 1.06641 -1.27444
H -0.43352 -1.55780 3.56000
H -1.71203 -0.96443 2.46451
H -0.66276 -2.28275 1.97362
H 0.00701 0.66231 2.03988
H 1.27501 -0.49109 2.38974
H 1.52874 -0.71305 0.24779
H -2.11108 -0.67840 -2.48472
H 1.64713 -1.45798 -1.94941
H -0.54255 3.48237 -0.34012

The LUMO energy comes out at 0.06 eV. Its structure (SMILES) is CCN[C@](C#N)(B(O)O)[C@](S)(Cl)C#N. The frontier orbital gap comes out at 9.699 eV. The multiplicity is 1.

Mulliken population analysis, charges in e, atoms 1 to 4: -1.2652 -0.3203 -0.2126 0.1513

---

Record 12
A molecular structure, C6H9BiCl2GaO6P in a non-equilibrium geometry. Source: OMol25; level of theory: ωB97M-V/def2-TZVPD.

Element x y z (Å)
Ga -0.56100 0.08998 -5.42329
Bi -0.47080 0.93617 -2.66113
Cl 0.50981 2.20390 -4.85643
Cl 0.62021 -1.52355 -4.39126
C -1.11998 -0.58643 -0.86926
C -0.72678 0.89857 -7.96375
C -0.02722 -0.17798 -7.32675
O -1.89174 -1.33129 -0.47641
O -0.82601 1.69172 -8.83500
O 0.45987 -1.18988 -7.84359
C -1.26940 1.56525 2.59466
O -0.22809 1.33543 1.64312
P 1.03340 0.30798 1.84072
O 1.60836 0.65426 3.36679
C 0.92792 0.36069 4.62638
O 0.23858 -1.13228 2.06928
C 0.89877 -2.25948 2.68552
H -1.97794 2.20494 2.06198
H -0.93957 2.09454 3.50215
H -1.76152 0.62127 2.86815
H 1.02504 1.25844 5.23885
H -0.14050 0.12146 4.53646
H 1.46611 -0.45350 5.11912
H 1.98558 -2.13780 2.82241
H 0.43749 -2.45156 3.66385
H 0.72942 -3.10086 2.00740

The LUMO energy (alpha / beta) comes out at -17.88 / -18.40 eV. Its total charge is +4. The frontier orbital gap (alpha / beta) comes out at 4.239 / 3.845 eV. The multiplicity is 1.

Mulliken population analysis, charges in e, atoms 1 to 4: 0.6570 1.4496 -0.1997 -0.1087

---

Record 13
C6H9Br in the gas phase in a non-equilibrium geometry. Source: OMol25; level of theory: ωB97M-V/def2-TZVPD.

Element x y z (Å)
C -2.47589 -1.46674 -1.08155
C -1.03995 -1.03392 -0.92039
C -0.29238 -0.89931 0.18292
Br -1.09934 -1.35961 1.98678
C 0.94586 -0.10232 0.37974
C 1.03496 1.12924 0.76931
C 2.29106 1.82884 0.70734
H -2.83206 -1.55285 -2.11095
H -3.16566 -0.71559 -0.50667
H -2.70602 -2.31958 -0.53943
H -0.52865 -0.56419 -1.80487
H 1.84130 -0.48130 -0.13687
H 0.11795 1.63619 1.08690
H 2.57338 2.02335 1.71521
H 2.42333 2.75775 0.19372
H 2.91213 1.12004 0.07880

For the energy above the lowest of the compared OMol25 structures with the same formula, charge and spin, the calculation gives 1.329 eV. The LUMO energy comes out at 0.72 eV. Its structure (SMILES) is C/C=C(Br)/C=C/C. The frontier orbital gap comes out at 9.690 eV. The multiplicity is 1.

Mulliken population analysis, charges in e, atoms 1 to 4: -1.1629 0.1478 -0.2009 -0.2044

---

Record 14
A molecular structure, C6H9Br3 in a non-equilibrium geometry. Source: OMol25; level of theory: ωB97M-V/def2-TZVPD.

Element x y z (Å)
C -0.13450 -0.48841 -0.12529
C -0.37062 0.76180 0.71063
C 0.52406 -1.55736 0.65136
C -1.38991 -1.04228 -0.68574
C 0.63568 -0.05541 -1.40332
C 0.62365 1.88394 0.86576
Br -1.86245 0.71004 1.93815
Br -0.42380 -2.28684 2.13146
Br 2.33646 -1.21073 1.16449
H -2.25929 -1.12882 0.04937
H -1.04293 -1.98182 -0.86010
H -1.65229 -0.47640 -1.65719
H 0.90738 -0.85105 -2.16025
H 1.56145 0.43199 -1.16834
H 0.11570 0.76686 -2.00750
H 1.59179 1.53984 0.87896
H 0.27136 2.51822 1.74588
H 0.56826 2.46642 -0.06834

The LUMO energy (alpha / beta) comes out at 0.06 / -0.81 eV. The frontier orbital gap (alpha / beta) comes out at 8.534 / 7.157 eV. The multiplicity is 1.

Mulliken population analysis, charges in e, atoms 1 to 4: 1.6696 -0.1400 -0.2512 -1.5827